Run A
The ion C4H11N2S with charge -1. Source: OMol25; level of theory: ωB97M-V with the def2-TZVPD basis set.

Output
Spin multiplicity: 1
Net charge: -1
SMILES string: C[C@H](C[S-])NCN
Kohn-Sham gap in eV: 5.57
E_LUMO in eV: 3.438

Atoms and positions in Å:
C 0.824 1.402 -1.423
C 0.595 0.396 -0.301
C 1.846 -0.482 -0.119
S 3.380 0.253 0.539
N -0.673 -0.334 -0.310
C -1.361 -0.336 0.947
N -2.142 -1.582 1.222
H -0.131 1.924 -1.634
H 1.479 2.193 -1.080
H 1.178 0.867 -2.303
H 0.612 0.921 0.669
H 1.511 -1.505 0.159
H 2.165 -0.792 -1.123
H -1.297 -0.183 -1.089
H -1.950 0.580 1.138
H -0.621 -0.357 1.749
H -3.040 -1.459 0.757
H -2.378 -1.506 2.204

=====

Run B
A cluster of 2 separate species, C4H11N2S in total. Source: OMol25; level of theory: ωB97M-V with the def2-TZVPD basis set.

Output
Spin multiplicity: 1
Net charge: -1
Kohn-Sham gap in eV: 6.64
E_LUMO in eV: 4.053

Atoms and positions in Å:
C -2.945 -1.210 -0.665
C -1.544 -1.289 -0.065
S -1.347 -0.281 1.421
H -3.228 -0.151 -0.851
H -3.623 -1.581 0.106
H -3.185 -1.796 -1.585
H -0.731 -1.036 -0.841
H -1.330 -2.309 0.248
C 2.126 0.748 -1.146
C 1.689 0.945 0.125
N 2.538 0.884 1.301
N 1.319 0.768 -2.299
H 3.141 0.445 -1.374
H 0.625 0.990 0.399
H 3.350 0.333 1.311
H 1.963 0.661 2.087
H 1.213 1.665 -2.774
H 0.418 0.551 -1.951

=====

Run C
The ion C4H11N2S with charge -1. Source: OMol25; level of theory: ωB97M-V with the def2-TZVPD basis set.

Output
Spin multiplicity: 1
Net charge: -1
SMILES string: C[C@H](C[S-])NCN
Kohn-Sham gap in eV: 5.73
E_LUMO in eV: 3.510

Atoms and positions in Å:
C 0.205 1.206 -1.638
C -0.020 0.514 -0.298
C 1.171 -0.350 0.106
S 2.736 0.605 0.305
N -1.270 -0.297 -0.395
C -1.909 -0.607 0.843
N -2.881 -1.693 0.725
H -0.067 2.249 -1.566
H 1.282 1.202 -1.832
H -0.275 0.662 -2.448
H -0.142 1.242 0.506
H 1.025 -0.784 1.089
H 1.256 -1.160 -0.634
H -1.817 -0.016 -1.193
H -2.377 0.276 1.330
H -1.110 -0.924 1.507
H -3.822 -1.345 0.842
H -2.666 -2.409 1.402

=====

Last place for stability: run A

=====

Run A
A cluster of 2 separate species, C4H11N2S in total. Source: OMol25; level of theory: ωB97M-V with the def2-TZVPD basis set.

Output
Spin multiplicity: 1
Net charge: -1
Kohn-Sham gap in eV: 6.60
E_LUMO in eV: 3.986

Atoms and positions in Å:
C -0.045 -0.128 -2.156
C -0.928 -1.113 -1.859
N -1.230 -1.531 -0.546
N 0.269 0.184 -3.501
H 0.482 0.409 -1.370
H -1.319 -1.723 -2.706
H -0.525 -1.258 0.182
H -1.396 -2.536 -0.488
H 0.494 1.198 -3.596
H -0.488 -0.045 -4.134
C -0.205 2.141 2.313
C 0.124 0.679 2.592
S 1.045 -0.268 1.375
H -0.736 2.178 1.314
H 0.733 2.693 2.294
H -0.826 2.492 3.135
H -0.803 0.195 2.842
H 0.710 0.643 3.523

=====

Run B
The ion C4H11N2S with charge -1. Source: OMol25; level of theory: ωB97M-V with the def2-TZVPD basis set.

Output
Spin multiplicity: 1
Net charge: -1
SMILES string: C[C@H](C[S-])NCN
Kohn-Sham gap in eV: 6.39
E_LUMO in eV: 3.828

Atoms and positions in Å:
C -0.458 -1.526 -0.761
C -0.551 -0.134 -0.202
C -1.795 0.637 -0.854
S -3.300 0.340 0.306
N 0.792 0.528 -0.328
C 1.419 0.984 0.859
N 1.751 -0.138 1.852
H 0.609 -1.755 -0.917
H -0.952 -2.406 -0.342
H -0.738 -1.437 -1.811
H -0.838 0.157 0.823
H -1.842 0.182 -1.844
H -1.474 1.686 -0.846
H 0.838 1.216 -1.067
H 0.706 1.546 1.482
H 2.333 1.476 0.504
H 0.972 -0.789 1.814
H 2.528 -0.567 1.333

=====

Last place for stability: run B

=====

Run A
The molecule CH3NOP2S. Source: OMol25; level of theory: ωB97M-V with the def2-TZVPD basis set.

Output
Spin multiplicity: 1
SMILES string: C1N=POPS1
Kohn-Sham gap in eV: 9.34
E_LUMO in eV: -0.107

Atoms and positions in Å:
C -0.602 -0.562 -0.926
N -1.399 0.443 -0.295
P -1.146 1.284 1.016
O 0.328 1.005 1.614
P 1.669 0.059 1.225
S 0.579 -1.451 0.292
H -1.440 -1.309 -1.271
H 0.097 -0.120 -1.586
H 1.916 0.653 -0.070

=====

Run B
The molecule CH3NOP2S. Source: OMol25; level of theory: ωB97M-V with the def2-TZVPD basis set.

Output
Spin multiplicity: 1
Kohn-Sham gap (spin up / spin down) in eV: 6.37 / 6.10
E_LUMO (spin up / spin down) in eV: -1.872 / -1.993

Atoms and positions in Å:
C 0.803 -0.355 -0.952
N 1.552 -0.369 0.129
O -1.593 -0.621 0.452
P -0.958 -0.712 -0.874
P -0.349 0.945 2.363
S 1.233 -0.194 1.619
H 1.148 -0.415 -1.997
H -1.104 0.274 -1.818
H -0.731 1.447 1.078

=====

Last place for stability: run B

=====

Run A
A cluster of 2 separate species, C3H4N2O3 in total. Source: OMol25; level of theory: ωB97M-V with the def2-TZVPD basis set.

Output
Spin multiplicity: 1
Kohn-Sham gap in eV: 8.16
E_LUMO in eV: -0.043

Atoms and positions in Å:
C 1.011 -0.438 -0.069
C 0.265 -1.560 0.022
C -1.187 -0.060 0.025
H 2.370 0.667 1.207
H 3.068 -0.580 0.172
H 0.424 -2.727 -0.244
H -0.695 1.988 0.026
N 2.310 0.005 -0.038
N 0.050 0.515 -0.118
O -1.086 -1.464 0.002
O -2.086 0.697 0.103
O 0.394 1.936 -0.097

=====

Run B
The molecule C3H4N2O3. Source: OMol25; level of theory: ωB97M-V with the def2-TZVPD basis set.

Output
Spin multiplicity: 1
Kohn-Sham gap (spin up / spin down) in eV: 8.34 / 8.09
E_LUMO (spin up / spin down) in eV: -0.714 / 0.027

Atoms and positions in Å:
C -0.079 0.206 -0.803
C 1.999 0.295 0.169
C 1.236 -0.818 0.656
N -0.931 1.395 -0.087
N 0.028 -0.840 0.086
O 1.140 0.808 -0.943
O 3.046 0.721 0.500
O -0.892 1.361 1.190
H -0.761 -0.125 -1.643
H 1.188 -1.112 1.662
H -0.629 2.308 -0.446
H -0.845 -1.381 0.356

=====

Last place for stability: run A

=====

Run A
A cluster of 3 separate species, C3H13NO3 in total. Source: OMol25; level of theory: ωB97M-V with the def2-TZVPD basis set.

Output
Spin multiplicity: 1
SMILES string: CNCCO.O.O
Kohn-Sham gap in eV: 9.35
E_LUMO in eV: 0.464

Atoms and positions in Å:
C 0.676 -0.217 0.812
N -0.558 -0.230 0.092
C -1.228 1.088 0.006
C -2.684 0.946 0.396
O -2.837 0.372 1.682
H 1.062 -1.190 1.143
H 0.669 0.412 1.725
H 1.505 0.217 0.233
H -1.222 -0.906 0.433
H -0.688 1.777 0.644
H -1.154 1.364 -1.055
H -3.154 1.934 0.402
H -3.266 0.260 -0.217
H -2.471 0.903 2.397
O 1.221 1.792 -2.422
H 1.934 2.063 -1.813
H 1.211 0.866 -2.125
O 3.985 -3.987 -0.875
H 3.104 -4.376 -0.907
H 3.896 -3.089 -0.551

=====

Run B
A cluster of 3 separate species, C3H13NO3 in total. Source: OMol25; level of theory: ωB97M-V with the def2-TZVPD basis set.

Output
Spin multiplicity: 1
SMILES string: NCCCO.O.O
Kohn-Sham gap in eV: 10.17
E_LUMO in eV: 0.846

Atoms and positions in Å:
N -1.624 -0.895 0.856
C -1.232 -0.835 -0.547
C 0.216 -0.538 -0.698
C 0.755 -0.758 -2.141
O 2.070 -0.282 -2.238
H -2.611 -0.713 0.968
H -1.498 -1.855 1.158
H -1.857 -0.061 -1.026
H -1.500 -1.793 -1.025
H 0.663 0.387 -0.268
H 0.881 -1.252 -0.168
H 0.606 -1.841 -2.315
H 0.095 -0.192 -2.883
H 2.507 -0.331 -1.380
O 4.547 1.000 -0.289
H 5.281 0.500 0.079
H 4.891 1.571 -0.979
O -3.848 2.872 4.042
H -4.780 2.900 4.286
H -3.561 2.115 4.568

=====

Run C
A cluster of 4 separate species, C3H13NO3 in total. Source: OMol25; level of theory: ωB97M-V with the def2-TZVPD basis set.

Output
Spin multiplicity: 1
SMILES string: C=C(C)N.O.O.O
Kohn-Sham gap in eV: 8.39
E_LUMO in eV: 0.374

Atoms and positions in Å:
C -1.688 -0.728 0.351
C -0.471 -1.102 -0.143
C -0.079 -2.570 0.112
N 0.391 -0.266 -0.815
H -2.117 0.205 0.514
H -2.271 -1.589 0.712
H 0.882 -2.929 -0.303
H -0.871 -3.168 -0.373
H -0.112 -2.740 1.160
H 1.286 -0.650 -0.894
H 0.444 0.722 -0.703
O 0.242 2.389 0.525
H -0.039 2.192 1.450
H -0.583 2.890 0.080
O 2.806 1.283 2.606
H 3.186 0.457 2.403
H 2.452 1.612 1.735
O -1.684 0.278 -2.720
H -1.816 -0.674 -2.578
H -0.659 0.332 -2.711

=====

Run D
A cluster of 3 separate species, C3H13NO3 in total. Source: OMol25; level of theory: ωB97M-V with the def2-TZVPD basis set.

Output
Spin multiplicity: 1
SMILES string: CNCCO.O.O
Kohn-Sham gap in eV: 9.79
E_LUMO in eV: 0.782

Atoms and positions in Å:
C 1.325 0.081 -2.443
N 0.485 -0.092 -1.290
C -0.699 -0.857 -1.227
C -1.078 -1.483 0.132
O -1.535 -0.576 1.110
H 2.103 0.895 -2.212
H 0.697 0.429 -3.288
H 1.864 -0.832 -2.747
H 1.152 -0.208 -0.488
H -1.595 -0.383 -1.754
H -0.687 -1.788 -1.839
H -1.915 -2.228 -0.124
H -0.029 -2.000 0.443
H -1.529 0.274 0.657
O 0.065 2.165 0.081
H 0.376 1.672 -0.669
H 0.837 2.628 0.429
O 1.096 0.286 3.181
H 0.839 0.615 4.069
H 0.202 0.124 2.808

=====

Last place for stability: run D

=====

Run A
A cluster of 4 separate species, C3H13NO3 in total. Source: OMol25; level of theory: ωB97M-V with the def2-TZVPD basis set.

Output
Spin multiplicity: 1
SMILES string: C=CNC.O.O.O
Kohn-Sham gap in eV: 8.73
E_LUMO in eV: 0.778

Atoms and positions in Å:
C -1.119 0.072 1.366
C -0.803 0.378 0.111
N -1.525 0.032 -1.014
C -1.794 0.934 -2.120
H -1.805 -0.720 1.642
H -0.673 0.555 2.213
H 0.051 0.972 -0.184
H -2.374 -0.462 -0.779
H -0.886 1.413 -2.459
H -2.153 0.337 -2.952
H -2.534 1.684 -1.867
O 1.128 4.042 0.382
H 1.374 4.264 1.284
H 1.921 3.680 -0.031
O 0.574 -2.553 0.231
H -0.241 -2.428 0.733
H 0.234 -2.756 -0.648
O 3.657 -3.198 0.988
H 3.633 -2.381 1.500
H 3.335 -3.865 1.601

=====

Run B
A cluster of 3 separate species, C3H13NO3 in total. Source: OMol25; level of theory: ωB97M-V with the def2-TZVPD basis set.

Output
Spin multiplicity: 1
SMILES string: CNCCO.O.O
Kohn-Sham gap in eV: 9.85
E_LUMO in eV: 0.466

Atoms and positions in Å:
C 1.395 -2.417 0.321
N 0.413 -1.310 0.264
C 1.060 0.007 0.294
C 0.097 1.097 0.888
O -1.062 0.545 1.400
H 2.096 -2.201 1.121
H 1.823 -2.589 -0.669
H 0.854 -3.316 0.614
H -0.146 -1.430 -0.572
H 1.880 -0.097 0.987
H 1.432 0.272 -0.698
H 0.682 1.577 1.682
H -0.029 1.908 0.184
H -1.023 -0.417 1.292
O -4.136 4.826 2.574
H -4.269 3.929 2.248
H -4.605 5.336 1.902
O 1.125 -1.520 -4.624
H 1.015 -2.104 -3.864
H 1.399 -2.096 -5.345

=====

Last place for stability: run A

=====

Run A
A cluster of 4 separate species, C3H13NO3 in total. Source: OMol25; level of theory: ωB97M-V with the def2-TZVPD basis set.

Output
Spin multiplicity: 1
SMILES string: C=CCN.O.O.O
Kohn-Sham gap in eV: 9.90
E_LUMO in eV: 0.699

Atoms and positions in Å:
C -0.232 -0.495 1.382
C -0.790 0.464 0.591
C -2.289 0.473 0.521
N -2.833 0.000 -0.747
H 0.857 -0.529 1.416
H -0.940 -1.104 1.969
H -0.197 1.282 0.190
H -2.753 1.474 0.675
H -2.731 -0.017 1.416
H -2.641 -0.993 -0.801
H -2.727 0.564 -1.568
O 2.678 1.318 1.221
H 2.335 1.235 0.308
H 2.625 2.277 1.325
O 1.881 0.376 -1.270
H 2.718 0.363 -1.745
H 1.602 -0.555 -1.155
O 0.620 -1.977 -1.150
H 0.018 -2.727 -1.204
H 0.084 -1.347 -0.558

=====

Run B
A cluster of 4 separate species, C3H13NO3 in total. Source: OMol25; level of theory: ωB97M-V with the def2-TZVPD basis set.

Output
Spin multiplicity: 1
SMILES string: C=CCN.O.O.O
Kohn-Sham gap in eV: 9.42
E_LUMO in eV: 0.518

Atoms and positions in Å:
C -0.228 1.811 -1.050
C 0.468 0.682 -0.852
C 0.591 -0.379 -1.901
N 1.397 -1.512 -1.395
H 0.011 2.754 -0.580
H -1.117 1.699 -1.673
H 0.899 0.487 0.128
H 1.165 0.018 -2.743
H -0.358 -0.683 -2.387
H 1.681 -2.057 -2.195
H 0.839 -2.087 -0.778
O 0.868 2.577 2.782
H 0.146 1.949 2.553
H 1.107 2.207 3.646
O -0.142 -0.570 2.447
H 0.401 -1.286 2.788
H -1.002 -0.981 2.291
O -2.312 -1.710 0.033
H -2.890 -1.257 -0.593
H -1.521 -1.662 -0.523

=====

Last place for stability: run B

=====

Run A
A cluster of 11 separate species, H24NO10 in total. Source: OMol25; level of theory: ωB97M-V with the def2-TZVPD basis set.

Output
Spin multiplicity: 1
Net charge: +1
Kohn-Sham gap in eV: 9.65
E_LUMO in eV: -3.260

Atoms and positions in Å:
N 0.930 -0.235 -0.003
H 1.663 0.107 -0.607
H 0.212 0.446 -0.203
H 1.213 -0.093 0.955
H 0.790 -1.176 -0.344
O -4.496 1.048 -1.869
H -3.696 1.464 -1.550
H -4.279 0.117 -1.918
O 0.669 -3.966 -1.080
H 0.890 -4.432 -0.273
H 0.963 -4.548 -1.781
O 1.292 -1.828 -4.096
H 0.830 -2.277 -3.388
H 0.629 -1.710 -4.777
O -3.280 -2.704 -1.411
H -2.945 -2.952 -0.550
H -4.143 -3.116 -1.461
O 2.980 1.327 2.746
H 3.536 1.238 3.520
H 3.564 1.672 2.070
O -1.875 3.135 -0.579
H -2.442 3.894 -0.719
H -1.243 3.425 0.079
O 4.012 1.049 -1.694
H 4.943 0.824 -1.679
H 3.964 1.831 -2.244
O -1.329 0.742 3.880
H -1.909 1.361 4.325
H -0.552 0.699 4.438
O -1.924 -2.655 1.924
H -2.005 -2.087 2.690
H -1.606 -3.487 2.275
O 1.186 4.220 0.985
H 1.748 4.955 0.739
H 1.713 3.711 1.600

=====

Run B
A cluster of 11 separate species, H24NO10 in total. Source: OMol25; level of theory: ωB97M-V with the def2-TZVPD basis set.

Output
Spin multiplicity: 1
Net charge: +1
Kohn-Sham gap in eV: 9.92
E_LUMO in eV: -3.291

Atoms and positions in Å:
N 0.352 0.201 -0.195
H 0.392 -0.794 -0.337
H -0.546 0.457 -0.005
H 0.854 0.743 -0.892
H 0.866 0.387 0.716
O 0.506 -3.165 -0.577
H 0.106 -3.822 -1.133
H 0.121 -3.055 0.248
O 2.658 2.444 -1.587
H 2.700 3.205 -0.956
H 2.075 2.833 -2.313
O -0.612 0.662 -3.185
H -1.563 0.425 -2.839
H -0.491 1.762 -3.109
O -1.799 -0.130 2.094
H -2.608 0.317 1.772
H -1.484 0.033 2.968
O -0.700 -2.466 1.632
H -1.184 -1.678 2.022
H -0.750 -3.317 2.113
O 1.683 -1.318 -2.486
H 1.671 -2.290 -2.083
H 0.828 -1.002 -2.905
O 0.579 2.437 1.300
H -0.109 2.955 1.839
H 1.452 2.698 1.790
O -1.823 2.525 -0.074
H -2.233 3.144 0.497
H -1.328 3.212 -0.498
O 2.799 -1.073 2.693
H 3.128 -0.956 1.830
H 3.426 -0.823 3.345
O -2.682 -1.381 -0.816
H -2.839 -2.222 -0.618
H -3.443 -0.949 -0.252

=====

Last place for stability: run B